Entry 1:
84
Properties=species:S:1:pos:R:3:forces:R:3 method="wB97M-V/def2-TZVPD" max_force_ha_per_bohr=0.0135 e_tot_ha=-8053.266622 multiplicity=5 charge=+2 lumo_energy_ev="-5.7 / -6.2"
Fe -0.740 0.979 -0.513 0.4 -0.5 0.2
C 3.178 1.049 -0.703 0.1 -0.1 0.1
P 1.666 0.030 -0.766 -0.3 0.1 0.0
C 1.840 -0.998 0.741 0.3 -0.1 -0.3
N 2.889 -1.791 0.790 -0.2 0.0 0.2
C 2.968 -2.659 1.824 0.2 0.0 -0.2
C 4.079 -3.534 1.922 -0.1 0.0 0.0
C 4.128 -4.440 2.937 0.0 0.0 0.0
C 3.083 -4.520 3.897 0.0 0.1 0.0
C 2.011 -3.682 3.836 0.1 0.0 -0.1
C 1.939 -2.721 2.795 -0.2 0.0 0.2
N 0.904 -1.852 2.762 0.2 0.0 -0.2
C 0.865 -0.994 1.763 -0.1 -0.1 0.4
P -0.428 0.293 1.867 -0.3 0.0 -0.5
C -1.790 -0.533 2.728 0.1 0.0 0.2
C 0.256 1.593 2.987 0.2 0.0 0.2
C 1.276 2.402 2.183 0.0 0.0 0.0
C 0.939 0.989 4.218 0.0 0.0 -0.1
C -0.901 2.493 3.424 0.0 0.0 0.0
C 1.900 -1.103 -2.218 0.3 -0.1 -0.1
C 1.344 -0.361 -3.434 -0.1 0.1 -0.1
C 1.083 -2.365 -1.970 -0.1 0.0 0.1
C 3.364 -1.475 -2.481 -0.1 0.1 0.1
H 3.997 0.400 -0.388 0.0 0.0 0.0
H 3.078 1.867 0.008 0.0 0.0 -0.1
H 3.428 1.452 -1.683 0.0 0.0 -0.1
H 4.859 -3.458 1.179 0.0 0.0 0.0
H 4.968 -5.115 3.022 0.0 0.0 0.0
H 3.153 -5.256 4.687 0.0 0.0 0.0
H 1.211 -3.712 4.560 0.0 0.0 0.0
H -1.463 -0.890 3.706 0.0 0.0 0.0
H -2.111 -1.396 2.146 0.0 0.0 0.0
H -2.627 0.153 2.846 0.0 0.0 0.0
H 2.127 1.789 1.877 0.0 0.0 0.1
H 1.665 3.209 2.805 0.0 0.0 0.0
H 0.830 2.859 1.294 0.0 0.0 0.0
H 1.826 0.416 3.950 0.0 0.0 0.0
H 0.274 0.340 4.786 0.0 0.0 0.0
H 1.252 1.798 4.879 0.0 0.0 0.0
H -1.444 2.910 2.574 0.0 0.0 0.0
H -0.494 3.326 3.997 0.0 0.0 0.0
H -1.606 1.971 4.067 0.0 0.0 0.0
H 0.280 -0.127 -3.320 0.0 0.0 0.0
H 1.451 -0.988 -4.319 0.0 0.0 0.0
H 1.881 0.569 -3.635 0.0 0.0 0.0
H 0.062 -2.122 -1.661 0.1 0.0 0.0
H 1.529 -2.992 -1.200 0.0 0.0 0.0
H 1.027 -2.951 -2.888 0.0 0.0 0.0
H 3.962 -0.613 -2.774 0.0 0.1 0.0
H 3.404 -2.185 -3.307 0.0 -0.1 0.0
H 3.821 -1.937 -1.609 0.0 0.0 0.0
C -5.078 0.893 -0.183 -0.1 0.1 0.1
C -4.441 -0.439 -0.523 0.0 -0.2 -0.1
As -2.705 -0.484 -1.429 0.2 0.1 0.2
C -3.071 -0.035 -3.291 -0.1 -0.3 0.0
C -2.900 1.430 -3.642 0.1 0.2 0.0
C -2.531 -2.427 -1.518 -0.1 0.1 -0.3
C -2.282 -3.107 -0.185 0.1 -0.1 0.1
H -6.102 0.734 0.156 0.0 0.0 0.0
H -5.122 1.569 -1.037 0.0 0.0 0.0
H -4.558 1.387 0.639 0.0 0.0 0.0
H -5.086 -1.014 -1.195 0.0 0.0 0.0
H -4.314 -1.046 0.376 0.0 0.0 0.0
H -4.083 -0.384 -3.513 0.1 0.0 0.0
H -2.388 -0.661 -3.874 0.0 0.1 0.0
H -3.608 2.066 -3.110 0.0 0.0 0.0
H -3.057 1.582 -4.709 0.0 0.0 0.0
H -1.890 1.784 -3.413 0.0 0.0 0.0
H -1.749 -2.647 -2.247 -0.1 0.0 0.1
H -3.472 -2.776 -1.955 0.1 0.0 0.0
H -1.355 -2.773 0.286 0.1 0.0 0.0
H -2.203 -4.185 -0.323 0.0 0.0 0.0
H -3.099 -2.938 0.517 0.0 0.0 0.0
Br -2.632 3.161 -0.131 -0.1 0.3 0.0
C -1.126 3.791 -1.077 0.0 -0.1 0.0
C -0.991 5.116 -1.432 0.1 -0.1 0.0
C 0.127 5.454 -2.182 0.0 -0.1 0.0
C 1.032 4.462 -2.540 -0.1 0.0 0.0
C 0.807 3.168 -2.119 0.1 0.0 -0.1
N -0.256 2.822 -1.381 -0.2 0.5 0.0
H -1.730 5.847 -1.143 0.0 0.0 0.0
H 0.285 6.477 -2.491 0.0 0.0 0.0
H 1.901 4.688 -3.138 0.0 0.0 0.0
H 1.485 2.369 -2.383 0.0 0.0 0.0

=====

Entry 2:
10
Properties=species:S:1:pos:R:3:forces:R:3 method="wB97M-V/def2-TZVPD" max_force_ha_per_bohr=0.1794 e_tot_ha=-988.140475 charge=0 lumo_energy_ev="-0.8 / -0.8" e_above_lowest_kj_mol=503.4
C 2.501 0.518 -0.438 -4.7 1.5 1.9
C 0.848 0.814 0.062 6.9 -5.7 -2.2
C -0.038 -0.391 0.032 0.1 -0.5 -2.6
O 3.509 -1.472 1.002 0.4 -0.2 -0.6
S 3.978 1.418 -0.176 -0.6 -1.3 -0.4
S 3.671 -0.835 -0.307 -1.4 1.7 1.0
H 0.535 1.763 0.187 -0.7 3.1 0.3
H -0.909 -0.218 0.701 0.5 -0.6 -0.5
H 0.526 -1.362 0.145 -0.6 1.1 0.8
H -0.381 -0.579 -1.102 0.0 0.7 2.3

=====

Entry 3:
41
Properties=species:S:1:pos:R:3:forces:R:3 method="wB97M-V/def2-TZVPD" max_force_ha_per_bohr=0.0537 e_tot_ha=-954.644333 smiles="CC(C)NC(N)=O.O.O.O.O.O.O.O.O" charge=0 lumo_energy_ev=-0.7 e_above_lowest_kj_mol=253.6
C -0.912 -0.823 -0.429 -1.5 0.7 -0.4
C -0.653 -0.709 1.072 0.9 -0.2 2.0
C -1.860 -0.782 2.132 1.4 1.7 -1.7
N 0.278 0.459 1.363 -1.0 -0.6 0.0
C -0.116 1.596 0.730 -0.7 1.1 -0.6
N 0.788 2.242 -0.072 -0.2 1.1 -1.1
O -1.273 2.032 0.780 0.6 -0.6 -0.3
H -1.978 -0.566 -0.504 0.6 1.1 -0.4
H -0.224 -0.187 -1.039 -0.9 -0.2 0.6
H -1.008 -1.735 -1.009 0.8 -1.0 0.9
H -0.078 -1.542 1.421 0.7 -0.6 0.0
H -2.687 -0.155 1.793 -0.1 -0.4 0.0
H -1.508 -0.314 3.062 -0.1 -0.6 -0.2
H -2.092 -1.818 2.258 -0.5 -0.5 0.2
H 1.270 0.272 1.444 -0.3 -0.2 -0.3
H 1.777 2.134 -0.105 0.4 -0.6 0.4
H 0.439 2.957 -0.721 0.0 -0.4 1.1
O 0.756 -2.712 -2.584 0.5 0.2 0.6
H 1.351 -3.133 -1.937 -0.3 0.1 -0.5
H 0.764 -1.796 -2.261 -0.2 -0.3 -0.2
O 2.559 -1.500 2.205 0.2 0.1 0.8
H 3.201 -0.976 1.713 -0.4 -0.1 -0.2
H 1.994 -1.983 1.599 0.2 0.1 -0.4
O -3.954 -1.395 -2.189 0.7 0.3 -0.1
H -3.918 -0.927 -3.031 -0.4 -0.3 -0.2
H -3.276 -0.849 -1.744 -0.7 -0.4 0.1
O -3.053 1.031 -1.655 -0.1 0.0 -0.4
H -3.718 1.672 -1.390 0.3 0.2 0.1
H -2.202 1.458 -1.777 -0.1 0.3 0.3
O 0.132 0.291 -3.458 1.3 0.6 -0.3
H 0.345 1.234 -3.534 -0.8 0.1 0.2
H 1.019 -0.010 -3.725 -0.5 -0.8 0.0
O 2.908 -1.593 -0.734 -0.3 -0.5 -0.1
H 3.661 -1.997 -0.284 0.0 0.5 -0.2
H 3.005 -0.642 -0.825 0.4 0.0 0.2
O 3.468 1.399 1.119 0.0 -0.3 -0.3
H 3.675 2.008 1.836 0.1 0.0 0.0
H 4.301 1.175 0.686 0.0 0.3 0.2
O -1.030 2.284 3.560 -0.1 0.9 0.8
H -1.347 2.543 2.684 0.1 -0.6 0.0
H -0.804 1.356 3.549 0.0 -0.1 -0.5

=====

Entry 4:
200
Properties=species:S:1:pos:R:3:forces:R:3 method="wB97M-V/def2-TZVPD" max_force_ha_per_bohr=0.0745 e_tot_ha=-9649.468348 charge=0 lumo_energy_ev=0.2
Cl -3.090 -29.475 22.404 -0.7 0.5 -0.4
C -4.593 -28.708 21.689 0.0 0.8 0.5
C -4.235 -27.374 20.940 1.1 -2.0 -0.2
Cl -5.635 -26.491 20.371 -0.5 0.0 -0.1
H -5.312 -28.536 22.490 0.3 0.1 0.2
H -5.052 -29.480 21.072 0.3 0.4 -0.5
H -3.661 -27.728 20.084 -0.1 0.3 -0.3
H -3.554 -26.684 21.439 -0.4 -0.3 0.6
Cl 1.176 -21.081 9.837 0.7 1.2 -1.2
C -0.169 -21.731 10.713 0.8 -2.1 1.2
C 0.450 -23.142 11.248 -1.3 1.1 0.1
Cl 0.786 -24.224 9.883 -0.3 -0.2 -0.3
H -1.064 -21.883 10.110 0.4 -0.3 -0.3
H -0.422 -20.969 11.450 0.1 -0.6 0.5
H -0.234 -23.656 11.924 -0.1 0.1 -0.2
H 1.425 -23.070 11.730 -0.3 0.7 0.1
Cl -5.890 -29.684 12.740 -0.3 -0.2 -0.1
C -6.273 -31.098 11.687 -0.7 1.9 -1.5
C -6.641 -32.252 12.515 1.6 -1.7 0.3
Cl -6.702 -33.707 11.364 -0.4 0.8 0.9
H -5.463 -31.152 10.960 0.5 -0.8 0.8
H -7.061 -30.824 10.986 -0.5 0.3 0.5
H -7.481 -32.179 13.206 -0.5 0.0 -0.7
H -5.794 -32.441 13.175 0.0 -0.4 0.0
Cl -0.505 -26.838 17.370 -1.7 1.5 0.2
C 0.393 -28.236 16.996 2.9 -0.7 0.6
C 1.231 -28.619 18.207 0.6 -1.2 -0.8
Cl 0.274 -29.199 19.533 -0.9 -0.2 1.3
H 1.206 -27.906 16.349 -0.5 -0.3 -0.7
H -0.147 -29.092 16.593 -0.3 0.4 0.1
H 1.953 -27.884 18.564 -0.5 0.4 -0.1
H 1.818 -29.494 17.929 0.1 0.1 -0.3
Cl -3.581 -31.943 9.407 -0.5 0.2 0.5
C -2.275 -31.638 10.611 0.0 -0.5 -0.5
C -1.056 -31.826 9.731 0.8 -0.1 0.9
Cl 0.370 -31.217 10.627 0.4 0.2 0.1
H -2.317 -32.412 11.376 -0.1 -0.1 -0.2
H -2.367 -30.697 11.153 -0.1 0.3 -0.7
H -1.066 -31.342 8.755 -0.3 0.1 0.3
H -0.871 -32.896 9.635 -0.1 0.1 -0.4
Cl -2.978 -33.600 20.753 -0.9 -0.1 -0.4
C -1.262 -33.670 21.103 0.4 1.1 0.9
C -0.925 -32.680 22.257 1.1 -0.8 -0.5
Cl -1.933 -33.042 23.657 -0.1 0.4 0.3
H -0.761 -33.346 20.191 0.3 -0.4 0.1
H -1.075 -34.703 21.397 0.4 0.2 -0.1
H -0.855 -31.629 21.977 -1.1 0.0 -0.1
H 0.100 -32.820 22.600 0.1 -0.6 -0.1
Cl -2.337 -22.890 13.689 -0.5 -0.9 -0.9
C -1.913 -21.624 14.803 0.0 -0.4 1.8
C -2.666 -21.857 16.158 0.6 0.0 0.2
Cl -4.231 -21.100 16.114 -1.2 0.5 -0.2
H -2.187 -20.689 14.314 0.2 0.1 0.5
H -0.841 -21.751 14.958 0.0 0.5 0.0
H -2.221 -21.473 17.076 0.7 0.5 -0.5
H -2.834 -22.890 16.462 0.2 -0.3 -0.9
C -5.945 -37.418 22.116 1.1 1.2 -0.1
O -6.901 -37.008 21.129 0.6 -0.6 0.0
C -6.416 -35.968 20.229 -1.1 0.8 1.3
C -6.494 -34.596 20.987 0.3 -1.9 0.1
N -7.879 -34.268 21.270 0.6 0.7 0.0
C -7.874 -33.033 22.051 -2.0 0.1 -0.5
C -9.287 -32.368 22.053 2.1 0.2 -0.8
O -9.483 -31.978 20.609 -0.3 -0.8 2.2
C -10.670 -31.218 20.408 0.5 0.0 -0.3
H -6.231 -37.625 23.147 -1.5 0.3 -0.2
H -5.263 -36.576 22.235 0.5 -0.1 0.1
H -5.329 -38.297 21.925 -0.1 -0.2 -1.1
H -7.134 -35.889 19.413 -0.1 -0.4 0.0
H -5.459 -36.188 19.757 0.3 -0.1 0.4
H -5.925 -33.801 20.505 0.0 0.2 -0.5
H -6.017 -34.740 21.956 0.2 0.1 0.1
H -8.345 -34.084 20.393 -0.3 0.1 -0.2
H -7.269 -32.239 21.613 0.6 0.0 -0.1
H -7.516 -33.279 23.051 -0.1 0.2 0.1
H -9.152 -31.510 22.712 -0.2 0.8 -0.5
H -10.003 -32.955 22.628 -0.7 -0.5 -1.2
H -10.602 -30.341 21.051 -0.7 -0.1 0.4
H -11.542 -31.869 20.469 -0.3 0.3 0.7
H -10.730 -30.793 19.406 0.7 -0.3 -0.3
C -6.392 -32.364 16.203 -0.1 0.3 -2.0
O -7.319 -33.434 15.879 3.1 2.2 -0.6
C -8.133 -33.701 16.928 -1.4 -2.5 0.5
C -8.562 -35.180 16.760 0.7 -0.2 0.9
N -7.443 -36.233 16.888 -1.0 1.8 -1.4
C -6.530 -36.352 15.714 1.9 -0.1 2.3
C -5.271 -37.219 16.172 -1.1 0.8 -2.0
O -5.465 -38.556 15.722 -0.1 0.2 0.7
C -4.437 -39.460 15.971 1.0 -1.0 -0.4
H -5.351 -32.686 16.157 0.0 -0.6 0.9
H -6.647 -31.710 17.037 0.0 -0.6 0.4
H -6.362 -31.674 15.360 -0.5 0.2 -0.3
H -9.013 -33.072 16.788 -0.4 0.0 0.8
H -7.694 -33.613 17.921 0.3 0.5 0.0
H -9.151 -35.187 15.844 0.0 -0.6 -0.3
H -9.217 -35.332 17.618 -0.3 -0.4 -0.1
H -7.873 -37.136 17.028 -0.2 -0.1 0.1
H -6.014 -35.400 15.591 -0.7 0.3 -0.2
H -6.957 -36.668 14.763 -0.1 -0.2 0.1
H -5.029 -36.990 17.209 -0.6 -0.9 0.5
H -4.418 -36.776 15.659 0.3 -0.2 -0.5
H -3.435 -39.130 15.694 0.2 0.9 0.3
H -4.477 -40.321 15.304 -0.9 -0.1 -0.2
H -4.396 -39.897 16.969 -0.2 0.4 0.4
C -12.608 -28.973 11.027 -0.8 1.0 0.0
O -11.874 -29.267 12.181 0.9 -1.0 -0.5
C -11.947 -30.661 12.520 0.2 0.0 1.2
C -10.805 -30.945 13.513 -1.2 -0.3 -0.7
N -11.015 -30.200 14.749 1.4 0.0 -0.6
C -9.813 -30.290 15.590 -0.3 0.5 0.7
C -9.899 -29.262 16.700 -0.8 0.0 0.8
O -8.879 -29.413 17.704 -0.8 -0.4 0.0
C -7.616 -28.891 17.310 -0.7 1.1 -0.1
H -12.465 -27.941 10.706 0.4 0.2 0.5
H -13.660 -29.013 11.312 -0.4 -0.4 -0.5
H -12.364 -29.540 10.129 0.0 -0.7 0.3
H -11.865 -31.378 11.703 0.2 0.5 -0.6
H -12.918 -30.867 12.970 -0.2 0.1 0.2
H -9.912 -30.711 12.934 0.6 0.4 0.3
H -10.734 -32.009 13.738 -0.2 -0.2 0.0
H -11.080 -29.251 14.410 -0.2 0.5 0.3
H -8.854 -30.078 15.118 0.1 -0.3 -0.8
H -9.760 -31.290 16.019 0.0 0.0 0.0
H -10.905 -29.262 17.119 0.0 -1.3 1.1
H -10.100 -28.258 16.326 1.6 0.7 -0.6
H -7.344 -29.342 16.356 0.4 0.5 -0.1
H -6.781 -28.946 18.009 -0.5 -1.2 0.5
H -7.780 -27.813 17.330 0.3 0.4 -1.1
C -0.603 -32.118 17.256 0.4 -0.1 -1.1
O 0.182 -31.580 16.165 -0.7 -0.3 0.7
C 1.475 -32.060 15.988 1.0 0.2 -1.3
C 2.128 -31.361 14.732 -1.7 1.0 1.2
N 2.138 -29.850 14.914 2.5 -2.5 1.2
C 3.277 -29.279 14.181 -1.1 0.7 0.2
C 3.576 -27.897 14.681 -1.2 -0.1 -0.2
O 2.348 -27.195 14.502 0.5 1.6 0.3
C 2.404 -25.898 15.145 -0.5 -0.6 -0.9
H -0.142 -31.973 18.233 0.0 0.6 0.0
H -0.759 -33.193 17.165 0.1 -0.3 -0.3
H -1.581 -31.654 17.125 0.2 0.2 0.5
H 1.587 -33.141 15.904 -0.8 -0.5 -0.6
H 2.132 -31.929 16.848 0.1 1.0 0.4
H 1.586 -31.408 13.787 -0.4 -1.4 0.1
H 3.074 -31.893 14.622 0.4 0.8 -0.1
H 1.206 -29.493 14.757 0.4 0.2 -0.6
H 3.005 -29.177 13.130 0.4 -0.1 -0.4
H 4.214 -29.826 14.286 -0.4 -0.6 0.1
H 4.400 -27.502 14.085 0.1 0.5 0.1
H 3.782 -27.877 15.751 0.5 -0.2 0.1
H 2.666 -26.013 16.196 0.0 0.1 0.1
H 1.421 -25.437 15.041 -0.1 -0.2 0.2
H 3.095 -25.222 14.641 0.4 -0.1 0.0
C -4.013 -31.318 18.582 -1.5 -2.2 0.8
O -4.718 -30.182 18.321 1.3 3.3 -0.6
C -3.787 -29.218 17.678 -2.5 -0.4 -0.8
C -3.831 -29.415 16.122 1.7 0.5 1.9
N -2.528 -28.929 15.588 -1.9 -1.1 -1.3
C -2.575 -29.287 14.149 1.8 0.1 -0.5
C -1.633 -28.387 13.343 0.5 0.0 0.9
O -2.403 -27.423 12.687 -0.6 -0.5 -0.6
C -1.753 -26.251 12.377 -0.1 2.0 -0.2
H -3.286 -31.312 19.394 0.8 0.7 -0.5
H -3.741 -31.772 17.629 0.8 -0.4 0.3
H -4.775 -31.941 19.051 -0.1 -0.7 -0.2
H -2.802 -29.246 18.145 0.1 -0.3 -0.3
H -4.240 -28.241 17.841 0.2 0.1 0.4
H -4.701 -28.907 15.705 -0.1 0.1 0.0
H -3.926 -30.470 15.865 0.1 -0.1 0.1
H -2.437 -27.927 15.674 -0.3 0.3 0.1
H -3.514 -29.280 13.596 -0.5 0.5 0.6
H -2.267 -30.331 14.082 0.3 -0.2 0.0
H -0.932 -28.931 12.710 -0.3 -0.2 -0.7
H -0.952 -27.847 14.001 0.2 0.0 0.6
H -2.432 -25.588 11.841 -0.3 -0.3 -0.5
H -0.832 -26.270 11.794 0.2 -0.7 -0.1
H -1.566 -25.606 13.236 0.4 -0.4 0.8
C -3.895 -22.178 10.346 0.7 0.6 2.0
O -3.614 -23.459 9.975 1.1 -1.5 -1.6
C -4.639 -24.070 9.276 -1.5 -2.4 1.0
C -4.342 -25.593 8.971 0.2 1.3 -0.6
N -4.430 -26.635 10.001 0.6 -0.4 0.0
C -4.332 -28.026 9.499 -0.1 0.2 -1.3
C -3.076 -28.265 8.613 -1.3 -0.8 0.7
O -2.037 -28.353 9.552 1.0 0.1 0.4
C -0.789 -27.866 9.136 0.5 0.7 0.1
H -4.279 -21.502 9.582 0.2 0.0 -0.2
H -2.941 -21.910 10.800 -0.1 1.1 -0.3
H -4.542 -22.204 11.223 -0.8 0.3 -0.1
H -4.909 -23.632 8.315 0.4 0.5 -0.2
H -5.507 -23.972 9.928 -0.6 -0.2 -0.1
H -3.367 -25.475 8.497 0.6 -0.5 0.1
H -4.975 -25.838 8.119 -0.4 -0.2 0.2
H -3.533 -26.713 10.460 0.2 1.2 0.9
H -5.250 -28.376 9.027 -0.1 0.2 -0.3
H -4.168 -28.703 10.337 -0.1 0.3 0.3
H -2.908 -27.518 7.838 0.1 0.1 0.1
H -3.200 -29.256 8.174 0.0 0.0 -0.5
H -0.824 -26.788 8.978 -0.2 0.3 -0.3
H -0.380 -28.330 8.239 -0.2 -0.3 -0.2
H -0.040 -27.961 9.922 -0.3 -0.5 0.2